No. 1
This record from the Open Molecules 2025 dataset describes C4H10N2O2 in the gas phase. The level of theory is ωB97M-V/def2-TZVPD.

```
18
Properties=species:S:1:pos:R:3
C -0.547 2.100 -0.456
C -0.220 0.703 -0.975
O -0.981 0.410 -2.141
O 1.010 0.351 -1.049
H -1.766 0.971 -2.166
H -1.600 2.168 -0.166
H 0.052 2.323 0.425
H -0.313 2.830 -1.233
C 1.087 -0.480 1.610
C 0.191 -1.064 0.564
N 0.424 -2.337 0.223
N -0.937 -0.439 0.197
H -0.055 -2.726 -0.574
H 1.308 -2.759 0.461
H -1.572 -1.030 -0.333
H 2.129 -0.552 1.304
H 0.941 -1.033 2.544
H 0.850 0.566 1.766
```

Highest occupied orbital energy in eV: -8.4
HOMO-LUMO gap in eV: 9.14


No. 2
This record from the Open Molecules 2025 dataset describes 2 unconnected molecules or ions with the total composition C4H10N2O2. The level of theory is ωB97M-V/def2-TZVPD.

```
18
Properties=species:S:1:pos:R:3
C 1.901 1.237 0.866
C 1.051 1.365 -0.338
O -0.201 1.425 -0.320
N 1.625 1.722 -1.491
H 2.914 1.579 0.642
H 1.902 0.267 1.350
H 1.068 2.197 -2.187
H 2.581 1.550 -1.768
H 1.584 1.967 1.602
C -2.386 -1.867 0.848
C -1.015 -1.532 0.364
O -0.009 -2.017 0.793
N -0.965 -0.919 -0.939
H -0.066 -0.610 -1.302
H -1.734 -0.266 -1.102
H -3.169 -1.183 1.180
H -2.233 -2.454 1.750
H -2.846 -2.460 0.052
```

Charge: +1
2S+1: 2
Highest occupied orbital energy (alpha / beta) in eV: -15.0 / -14.5
HOMO-LUMO gap (alpha / beta) in eV: 11.79 / 5.53


No. 3
This record from the Open Molecules 2025 dataset describes C4H10N2O3 in the gas phase. The level of theory is ωB97M-V/def2-TZVPD.

```
19
Properties=species:S:1:pos:R:3
C 1.725 0.638 -1.550
N 0.420 0.692 -2.047
O 0.648 0.317 -3.442
C -0.758 0.298 -1.329
N -1.162 0.275 -0.034
O -0.396 0.678 1.019
C -0.841 0.215 2.397
C -0.816 -1.175 2.419
O 0.621 -1.568 2.477
H 1.556 0.630 -0.479
H 2.267 1.465 -2.076
H 2.454 -0.304 -2.081
H 1.275 -0.449 -3.522
H -1.576 -0.112 -1.928
H -1.998 0.435 2.665
H -0.286 0.770 3.119
H -1.071 -2.003 1.547
H -1.392 -1.530 3.374
H 1.116 -0.936 1.898
```

SMILES: CN(O)/C=N\OCCO
Highest occupied orbital energy in eV: -8.6
HOMO-LUMO gap in eV: 9.17


No. 4
This record from the Open Molecules 2025 dataset describes 3 unconnected molecules or ions with the total composition C4H10N2O3. The level of theory is ωB97M-V/def2-TZVPD.

```
19
Properties=species:S:1:pos:R:3
C 3.790 -0.439 -0.085
C 1.225 2.461 0.728
C 0.249 -2.111 -0.209
C -1.399 -0.491 -0.820
N 0.905 1.937 -0.574
N -0.348 -0.863 0.055
O 4.132 0.644 -0.233
O 3.490 -1.528 0.092
O 1.204 0.744 -0.899
H 0.475 2.167 1.471
H 2.191 2.062 1.032
H 1.274 3.547 0.666
H -0.398 -2.893 0.217
H 0.373 -2.336 -1.278
H 1.209 -2.165 0.300
H -2.346 -0.908 -0.447
H -1.509 0.597 -0.806
H -1.262 -0.836 -1.854
H 0.090 2.346 -1.037
```

Highest occupied orbital energy (alpha / beta) in eV: -8.6 / -8.3
HOMO-LUMO gap (alpha / beta) in eV: 9.32 / 9.04


No. 5
This record from the Open Molecules 2025 dataset describes C4H10N2O4S in the gas phase. The level of theory is ωB97M-V/def2-TZVPD.

```
21
Properties=species:S:1:pos:R:3
C -1.824 1.134 0.913
C -1.517 -1.140 1.858
C 2.495 0.910 -0.552
C -1.044 -0.201 0.751
N 0.341 0.131 0.531
N 0.491 -0.455 -2.845
O 0.069 -1.071 -3.772
O 0.540 0.691 -2.727
O 2.285 -1.558 0.393
O 1.037 -1.195 -1.876
S 1.478 -0.561 -0.161
H -2.864 1.015 0.750
H -1.705 1.538 1.896
H -1.403 1.764 0.127
H -1.840 -2.115 1.510
H -2.268 -0.640 2.471
H -0.689 -1.195 2.640
H 1.879 1.415 -1.316
H 2.325 1.439 0.384
H 3.606 0.734 -0.688
H -1.392 -0.641 -0.283
```

2S+1: 3
Highest occupied orbital energy (alpha / beta) in eV: -6.1 / -10.3
HOMO-LUMO gap (alpha / beta) in eV: 6.87 / 6.42


No. 6
This record from the Open Molecules 2025 dataset describes C4H10N2OS in the gas phase. The level of theory is ωB97M-V/def2-TZVPD.

```
18
Properties=species:S:1:pos:R:3
C -2.040 0.263 -0.758
O -1.110 0.056 0.343
N 0.040 -0.802 0.017
C -0.221 -2.173 0.611
C 1.124 -0.184 -0.399
S 2.586 -0.930 -0.383
C 1.031 1.337 -0.467
N 1.315 1.976 0.849
H -1.439 0.565 -1.587
H -2.589 -0.661 -1.034
H -2.675 1.035 -0.286
H -0.013 -2.983 -0.105
H -1.337 -2.160 1.039
H 0.403 -2.018 1.564
H 0.077 1.651 -0.905
H 1.703 1.620 -1.310
H 0.725 1.520 1.789
H 2.421 1.889 1.023
```

SMILES: CON(C)C(=S)CN
Highest occupied orbital energy in eV: -8.2
HOMO-LUMO gap in eV: 8.85


No. 7
This record from the Open Molecules 2025 dataset describes C4H10N2OS in the gas phase. The level of theory is ωB97M-V/def2-TZVPD.

```
18
Properties=species:S:1:pos:R:3
C 1.348 -1.592 1.365
N 1.091 -0.973 0.073
C 0.056 0.040 0.057
C 0.474 1.355 -0.589
S -0.297 2.866 0.064
C -1.217 -0.545 -0.693
N -2.180 0.302 -1.171
O -1.272 -1.738 -0.910
H 2.351 -2.009 1.270
H 0.699 -2.407 1.707
H 1.346 -0.869 2.181
H 0.799 -1.665 -0.597
H -0.282 0.209 1.083
H 1.555 1.381 -0.758
H 0.208 1.341 -1.652
H 0.527 3.078 1.095
H -3.053 -0.065 -1.528
H -2.156 1.291 -0.998
```

SMILES: CN[C@@H](CS)C(N)=O
Highest occupied orbital energy in eV: -9.0
HOMO-LUMO gap in eV: 9.74


No. 8
This record from the Open Molecules 2025 dataset describes C4H10N2OS in the gas phase. The level of theory is ωB97M-V/def2-TZVPD.

```
18
Properties=species:S:1:pos:R:3
C -0.773 1.927 1.508
C 0.465 0.982 1.694
C 0.788 0.224 0.420
N 2.024 0.231 0.015
S 2.699 -0.504 -1.357
N -0.223 -0.556 -0.140
O -0.329 -0.552 -1.536
C -0.883 -1.772 -1.923
H -0.573 2.493 0.562
H -0.787 2.680 2.310
H -1.727 1.341 1.406
H 1.392 1.575 1.990
H 0.339 0.233 2.538
H 1.859 -1.535 -1.565
H -1.132 -0.366 0.253
H -0.435 -2.686 -1.465
H -0.759 -1.961 -2.975
H -1.943 -1.754 -1.733
```

SMILES: CC/C(=N/S)NOC
Highest occupied orbital energy in eV: -8.1
HOMO-LUMO gap in eV: 8.84


No. 9
This record from the Open Molecules 2025 dataset describes C4H10N2S in the gas phase. The level of theory is ωB97M-V/def2-TZVPD.

```
17
Properties=species:S:1:pos:R:3
H -3.625 -0.189 -0.104
N -2.782 0.476 -0.381
C -2.182 0.375 0.789
N -0.897 0.782 0.875
S -0.102 1.677 -0.378
C 1.196 0.288 -0.753
C 1.542 -0.169 0.715
C 0.724 -1.026 -1.429
H -2.660 0.047 1.849
H -0.657 1.603 1.730
H 2.124 0.803 -1.259
H 2.434 0.567 0.952
H 0.792 -0.422 1.331
H 2.094 -1.202 0.638
H 1.845 -1.318 -1.912
H 0.212 -1.652 -0.628
H -0.059 -0.639 -2.035
```

SMILES: [H]/N=C/NSC(C)C
Highest occupied orbital energy in eV: -8.7
HOMO-LUMO gap in eV: 9.29


No. 10
This record from the Open Molecules 2025 dataset describes C4H10N2S in the gas phase. The level of theory is ωB97M-V/def2-TZVPD.

```
17
Properties=species:S:1:pos:R:3
C -1.511 -1.389 0.674
N -1.332 -1.266 -0.683
N -0.974 -0.007 -1.222
C -0.646 1.124 -0.337
C 0.821 1.326 -0.041
C 1.290 0.078 0.666
S 2.239 -1.048 -0.496
H -1.654 -0.586 1.385
H -1.936 -2.430 0.984
H -0.248 -0.244 -1.995
H -1.248 1.032 0.472
H -1.088 1.915 -0.940
H 1.077 2.202 0.550
H 1.505 1.317 -0.887
H 0.467 -0.569 1.153
H 2.022 0.333 1.547
H 1.216 -1.787 -0.830
```

SMILES: C=NNCCCS
Highest occupied orbital energy in eV: -8.7
HOMO-LUMO gap in eV: 9.61


No. 11
This record from the Open Molecules 2025 dataset describes C4H10N2S in the gas phase. The level of theory is ωB97M-V/def2-TZVPD.

```
17
Properties=species:S:1:pos:R:3
C 1.056 1.257 -1.279
C -0.085 1.254 -0.312
C -0.809 -0.058 0.032
N -2.039 -0.179 -0.238
S -2.840 -1.667 0.139
N -0.096 -1.072 0.678
C 1.264 -0.990 1.111
H 1.357 2.241 -1.574
H 0.640 0.759 -2.232
H 1.958 0.806 -0.940
H 0.229 1.772 0.623
H -0.898 1.908 -0.672
H -4.051 -1.115 0.009
H -0.599 -1.949 0.931
H 1.452 -0.130 1.770
H 1.547 -1.892 1.749
H 1.914 -0.946 0.203
```

SMILES: CC/C(=N/S)NC
Highest occupied orbital energy in eV: -8.1
HOMO-LUMO gap in eV: 9.00


No. 12
This record from the Open Molecules 2025 dataset describes C4H10N2S in the gas phase. The level of theory is ωB97M-V/def2-TZVPD.

```
17
Properties=species:S:1:pos:R:3
C 1.449 1.811 0.321
C 1.474 0.290 0.212
C -0.005 -0.183 0.331
C -0.843 -0.262 -0.933
N -1.303 -1.642 -1.165
N -0.399 -0.532 1.507
S -2.093 -1.017 1.605
H 0.806 2.275 -0.478
H 1.103 2.087 1.341
H 2.454 2.241 0.124
H 2.100 -0.274 0.957
H 1.761 -0.088 -0.812
H -0.299 0.100 -1.789
H -1.689 0.499 -0.849
H -1.947 -1.641 -1.942
H -0.533 -2.293 -1.356
H -2.035 -1.373 2.926
```

SMILES: CC/C(CN)=N/S
Highest occupied orbital energy in eV: -8.4
HOMO-LUMO gap in eV: 9.29


No. 13
This record from the Open Molecules 2025 dataset describes C4H10N2S2 in the gas phase. The level of theory is ωB97M-V/def2-TZVPD.

```
18
Properties=species:S:1:pos:R:3
N -1.217 1.725 -0.549
C -0.855 0.605 0.333
C 0.720 0.595 0.600
N 1.427 1.134 -0.590
C 0.626 -0.952 0.471
S 2.050 -1.688 -0.471
C -0.763 -0.717 -0.324
S -2.208 -1.795 -0.335
H -2.192 1.804 -0.756
H -0.831 1.555 -1.491
H -1.403 0.422 1.180
H 1.002 1.010 1.620
H 1.004 2.091 -0.560
H 2.505 1.233 -0.334
H 0.508 -1.497 1.474
H 2.293 -2.963 0.113
H -0.519 -0.598 -1.349
H -2.146 -1.962 0.967
```

SMILES: N[C@@H]1[C@H](N)[C@H](S)[C@H]1S
Highest occupied orbital energy in eV: -8.7
HOMO-LUMO gap in eV: 9.46


No. 14
This record from the Open Molecules 2025 dataset describes C4H10N2S2 in the gas phase. The level of theory is ωB97M-V/def2-TZVPD.

```
18
Properties=species:S:1:pos:R:3
H -3.075 0.426 0.017
N -2.960 -0.528 -0.235
C -1.667 -0.609 -0.105
N -1.134 -1.944 -0.155
C -0.401 0.522 0.183
S -0.835 1.865 -1.040
C 0.943 -0.239 0.157
C 1.997 0.689 0.994
S 1.622 -0.793 -1.419
H -0.336 -1.975 -0.809
H -2.042 -2.490 -0.521
H -0.476 0.821 1.236
H -0.132 2.966 -0.517
H 0.915 -1.258 0.759
H 1.854 0.554 2.202
H 2.983 0.045 0.688
H 1.792 1.857 0.792
H 0.951 0.091 -2.226
```

SMILES: [H]/N=C(/N)[C@H](S)[C@H](C)S
Highest occupied orbital energy in eV: -9.2
HOMO-LUMO gap in eV: 9.64


No. 15
This record from the Open Molecules 2025 dataset describes a molecular structure, C4H10N2S2. The level of theory is ωB97M-V/def2-TZVPD.

```
18
Properties=species:S:1:pos:R:3
C -0.689 0.948 -1.730
C 0.445 0.485 -1.015
C 0.901 1.157 0.233
C -0.596 -0.612 2.512
H -0.701 2.121 -1.618
H -1.589 0.734 -1.033
H -0.632 0.582 -2.840
H 1.327 0.607 -1.889
H 0.973 -1.707 -1.162
H -0.861 -1.330 -1.220
H 0.881 2.365 -0.021
H 2.073 0.888 0.382
H 0.121 -1.422 0.705
H -0.223 -2.626 1.921
N 0.257 -1.033 -0.850
N -0.271 -1.647 1.759
S -0.354 0.941 1.789
S -1.061 -0.450 4.078
```

Highest occupied orbital energy in eV: -7.8
HOMO-LUMO gap in eV: 8.19


No. 16
This record from the Open Molecules 2025 dataset describes a gas-phase ion, C4H10N3O (charge +1). The level of theory is ωB97M-V/def2-TZVPD.

```
18
Properties=species:S:1:pos:R:3
C 1.600 0.782 0.201
C 0.015 -1.469 -0.249
C 1.446 -1.640 0.289
C -2.667 1.014 0.213
N 2.320 1.892 0.000
N -0.697 -0.436 0.430
N -1.762 -0.076 -0.150
O 2.191 -0.387 -0.124
H -0.113 -1.249 -1.316
H -0.338 -2.549 -0.015
H 1.425 -1.571 1.322
H 1.924 -2.414 -0.173
H -3.576 0.672 -0.280
H -2.819 1.227 1.312
H -2.198 1.801 -0.291
H 3.337 2.040 -0.216
H -1.949 -0.471 -1.018
H 1.861 2.833 0.064
```

Charge: +1
Highest occupied orbital energy (alpha / beta) in eV: -12.3 / -12.3
HOMO-LUMO gap (alpha / beta) in eV: 7.26 / 7.26


No. 17
This record from the Open Molecules 2025 dataset describes a molecular structure, C4H10N3O. The level of theory is ωB97M-V/def2-TZVPD.

```
18
Properties=species:S:1:pos:R:3
C 1.713 0.943 -0.459
C -0.467 0.151 0.278
C 1.377 -1.666 0.186
C -2.730 0.337 0.007
N 1.092 2.010 0.214
N -0.057 1.951 0.543
N 0.775 -0.308 -0.254
O -1.495 0.003 -0.584
H 1.762 1.149 -1.466
H 2.663 0.639 -0.262
H -0.582 -0.224 1.259
H 2.040 -1.389 1.091
H 0.691 -2.226 0.629
H 2.018 -2.073 -0.574
H -3.597 -0.369 -0.288
H -2.861 1.458 -0.372
H -2.673 0.303 1.116
H 0.331 -0.689 -1.064
```

Charge: +1
Highest occupied orbital energy in eV: -13.3
HOMO-LUMO gap in eV: 9.66


No. 18
This record from the Open Molecules 2025 dataset describes a gas-phase ion, C4H10N3O (charge +1). The level of theory is ωB97M-V/def2-TZVPD.

```
18
Properties=species:S:1:pos:R:3
C 0.111 1.930 -0.194
N -0.237 0.521 -0.485
N -1.526 0.268 0.124
C -1.605 -1.209 0.128
C -0.411 -1.697 -0.044
C 0.594 -0.567 -0.078
N 1.748 -0.649 -0.890
O 1.102 -0.391 1.461
H -0.735 2.382 -0.691
H 0.249 1.894 0.852
H 1.068 2.190 -0.800
H -2.299 0.739 -0.469
H -1.638 0.716 1.003
H -2.515 -1.639 0.393
H -0.274 -2.766 -0.258
H 2.702 -1.008 -0.514
H 1.932 0.346 -1.239
H 1.733 -1.061 1.703
```

Charge: +1
SMILES: CN1[NH2+]C=C[C@]1(N)O
Highest occupied orbital energy in eV: -13.8
HOMO-LUMO gap in eV: 10.42


No. 19
This record from the Open Molecules 2025 dataset describes 2 unconnected molecules or ions with the total composition C4H10N3O2. The level of theory is ωB97M-V/def2-TZVPD.

```
19
Properties=species:S:1:pos:R:3
C 2.855 0.634 0.806
C 2.866 0.699 -0.504
C -2.014 0.135 -0.228
C 0.113 -1.064 0.126
N -2.534 0.959 -1.100
N -0.684 0.004 -0.036
N -0.319 -2.068 0.799
O -2.726 -0.818 0.279
O 0.029 1.031 -0.653
H 3.414 1.429 1.359
H 2.341 -0.205 1.351
H 3.369 1.511 -1.123
H 2.456 -0.055 -1.094
H -2.223 1.962 -1.024
H -3.517 0.721 -1.274
H -3.539 -0.581 0.653
H -1.212 -2.283 1.253
H 0.318 -2.843 0.912
H 1.005 0.832 -0.502
```

Charge: +1
Highest occupied orbital energy in eV: -13.2
HOMO-LUMO gap in eV: 9.06


No. 20
This record from the Open Molecules 2025 dataset describes a gas-phase ion, C4H10N3O2 (charge +1). The level of theory is ωB97M-V/def2-TZVPD.

```
19
Properties=species:S:1:pos:R:3
C -2.440 0.491 1.038
C -1.518 0.424 0.106
C -0.487 -0.866 -0.023
N -0.008 -1.263 1.279
N 0.669 -0.379 -0.792
O 0.547 -0.388 -2.176
C 1.434 0.608 -0.286
N 2.134 1.387 -1.083
O 1.524 0.755 0.991
H -3.111 1.328 1.093
H -2.581 -0.273 1.783
H -1.379 1.151 -0.674
H -0.972 -1.646 -0.619
H 0.516 -2.134 1.248
H -0.773 -1.372 1.937
H 0.736 -1.285 -2.505
H 2.022 1.328 -2.085
H 2.734 2.097 -0.691
H 0.954 0.037 1.459
```

Charge: +1
SMILES: C=C[C@H](N)/[N+](O)=C(/N)O
Highest occupied orbital energy in eV: -14.3
HOMO-LUMO gap in eV: 11.32


Energy above the lowest of the compared OMol25 structures with the same formula, charge and spin, respectively: 58.9; 36.4; 200.0; 107.4; 153.4; 110.8; 19.8; 87.6; 99.4; 69.4; 19.6; 27.4; 41.4; 60.8; 75.3; 99.4; 110.1; 75.9; 110.3; 39.0 kcal/mol.
Max |F|, respectively: 2.4; 1.8; 7.6; 1.8; 7.8; 4.9; 1.4; 2.5; 8.6; 5.1; 3.0; 2.1; 4.3; 3.6; 6.4; 6.2; 7.0; 3.6; 2.8; 3.2 eV Å⁻¹.